(1)
The following is a DFT calculation (wB97M-V/def2-TZVPD) of an isolated molecule of C4H7NO2.

ORCA input file:
```
! RIJCOSX wB97M-V def2-TZVPD def2/J DEFGRID3
* xyz 0 1
O 1.7587 0.7920 0.7625
O -1.4162 -0.8993 0.4952
N -1.0481 0.7175 -1.1616
C 0.3533 0.3215 -1.1984
C -1.7940 0.0556 -0.3872
C -0.1303 -0.6946 1.0852
C 0.9624 -0.1875 0.1201
H 0.4475 -0.4568 -1.9667
H -0.2382 0.0418 1.8924
H 1.6636 -0.9966 -0.1033
H 0.1382 -1.6516 1.5357
H 0.9540 1.1703 -1.5412
H 1.2230 1.5920 0.8541
H -2.8740 0.1957 -0.3868
*
```

## Properties
HOMO-LUMO gap in eV: 10.6
Relative energy (zero: lowest compared OMol25 entry of this formula, charge and spin) in kJ/mol: 163.1
HOMO energy in Eh: -0.3596
Energy in Eh: -361.81873

natural (NBO) population analysis, charges in e, atoms 1 to 6:
1. O -0.703
2. O -0.508
3. N -0.478
4. C -0.290
5. C 0.395
6. C -0.097

(2)
The following is a DFT calculation (wB97M-V/def2-TZVPD) of a structure of composition C47H92Br6Hg2N5O5 at a distorted geometry.

ORCA input file:
```
! RIJCOSX wB97M-V def2-TZVPD def2/J DEFGRID3
* xyz -1 1
Hg 0.8393 -0.5129 -2.4197
Hg -0.1634 1.3509 0.9899
Br -1.1376 -7.5629 -0.5275
Br -0.3593 -5.0919 1.4583
Br 1.6691 -7.3962 0.4690
Br -7.5267 0.1647 3.5165
Br -8.5790 0.2071 6.4988
Br -7.5334 -2.5184 5.1704
O 2.1979 -1.8380 -3.8161
O 0.6356 3.0986 2.5073
O -0.9532 -0.0358 -0.8948
O 1.5038 1.4019 -1.0266
O 0.9534 0.2010 2.8595
N 1.8906 -0.6073 3.4663
N 2.1212 1.4707 -2.3119
N 1.1213 -2.7846 -3.5249
N -2.2382 -0.0370 -0.2161
N -0.5285 3.8536 2.1577
C -4.5075 0.8230 0.0397
C -2.6723 2.2721 -0.8487
C -2.6061 -1.3550 0.3045
C 0.3094 -0.9539 5.3061
C -3.5949 0.4414 -2.2843
C -1.1411 -3.6204 -4.0985
C 3.9858 0.0560 -1.5220
C -0.3088 -1.5528 -5.1573
C -8.4960 -0.8884 4.8577
C 2.1521 -3.2532 -1.2676
C 3.6415 2.3523 -4.5473
C 4.3133 2.4752 -1.4940
C 0.1083 -4.3467 -2.0192
C 1.4604 3.8163 -3.0614
C 2.2997 -4.9411 -3.1418
C 3.6553 0.7505 2.3352
C 2.1752 2.0090 -4.6978
C 3.1904 -0.6384 2.8178
C -0.0161 1.9106 -3.5983
C -3.8133 -1.2206 1.2511
C -4.9994 -0.4847 0.6182
C -2.0067 2.2228 3.2702
C 1.4612 -1.5282 4.4622
C -3.2333 0.8310 -0.8705
C -1.5299 -1.8084 1.3134
C 1.4862 -3.7748 -2.5307
C -0.1703 -6.9995 1.0583
C 2.5411 -1.9249 5.4963
C -2.9799 4.3193 2.4204
C 0.1611 -2.9208 -4.6141
C 0.7157 -3.7212 -5.7649
C 1.4521 2.3011 -3.3776
C -1.6588 5.4926 0.6428
C 0.4822 4.5356 0.0059
C -1.6878 3.7081 3.0460
C 4.2528 -1.1840 3.7943
C -0.3278 4.9667 1.2419
C 0.4493 6.1224 1.9305
C -1.4386 4.4040 4.3798
C 3.0682 -1.4222 1.4662
C 1.0065 -2.8443 3.7591
C -2.8279 -2.4463 -0.7794
C 4.2998 1.3360 -3.6727
C -2.7816 5.6412 1.6823
C -0.8369 -4.7868 -3.0738
C 3.8343 -2.3007 4.7949
C 3.6135 1.3482 -2.2589
H 0.4299 4.1840 -3.0102
H 3.8779 2.5189 -0.4894
H 3.0957 -2.7731 -1.5281
H -1.6305 3.7124 5.2104
H -2.2628 -3.3755 -0.6708
H -1.8334 2.5148 -1.5052
H 2.1285 0.9427 -4.9301
H -0.6564 -0.8788 4.8060
H 2.9443 1.4160 1.8465
H 5.3908 2.3541 -1.4109
H -0.7382 -1.6243 -6.1587
H -3.7020 4.4463 3.2315
H 0.9546 6.6993 1.1519
H 1.6480 -5.8013 -3.2969
H -0.4195 -5.5782 -3.7033
H 5.0753 0.0094 -1.4982
H -0.5653 2.0414 -2.6654
H 0.0695 3.6728 -0.5260
H 1.5554 4.4040 0.1417
H -1.9255 5.0471 -0.3151
H -1.8485 -5.0748 -2.7836
H -4.5245 1.6478 0.7553
H -1.3382 -1.0589 2.0804
H 0.8737 -4.7767 -5.5189
H 1.5027 -2.6113 -0.6675
H -5.4105 -1.1111 -0.1808
H 0.6270 -0.0295 5.7869
H 4.7609 -0.3774 4.3230
H -2.1162 1.6362 2.3532
H 2.7716 -1.1022 6.1808
H -3.6452 5.9509 1.0912
H 3.9488 1.3515 3.2046
H -4.3774 -0.3116 -2.3812
H -1.5048 6.5579 0.4313
H -1.8032 -2.9439 -3.5552
H -0.1277 0.9151 -4.0326
H 3.6917 -3.2720 4.3090
H 1.7303 2.6574 -5.4552
H 2.6806 -4.6599 -4.1225
H -0.4874 2.6092 -4.2926
H 3.5538 -0.0355 -0.5278
H 1.2761 5.6993 2.5038
H 3.5971 -0.7882 -2.1010
H -9.4417 -1.1522 4.4019
H 2.7752 -2.4777 1.4372
H -3.8751 -2.7466 -0.8507
H 2.2323 -2.7600 6.1279
H 1.8949 4.1812 -2.1319
H -0.3775 4.6145 4.5088
H -3.7540 1.3443 -2.8761
H -1.6824 -3.9950 -4.9686
H -2.9817 2.0510 3.7499
H -2.1467 5.2050 4.5959
H 0.0916 -1.6651 6.1118
H -1.4070 1.7456 4.0476
H -1.1522 -1.1646 -4.5758
H 0.3045 -5.1969 -1.3581
H 3.7920 3.3414 -4.1061
H 4.0614 3.4817 -1.8412
H 1.8393 4.4431 -3.8738
H 4.1674 2.4416 -5.5033
H -2.4516 -2.1045 -1.7458
H -3.3980 3.0618 -1.0610
H 0.4641 -0.7864 -5.1833
H -2.5020 6.3913 2.4238
H 2.3738 -4.1276 -0.6527
H 1.6894 -3.3501 -6.0895
H 4.6476 -2.5331 5.4873
H -0.3729 -3.6526 -1.3242
H 5.3108 1.7331 -3.5517
H -5.3043 1.1040 -0.6607
H -0.5119 -7.6188 1.8772
H 5.0369 -1.6822 3.2137
H -3.4368 3.5711 1.7663
H -3.5601 -0.4860 2.0239
H -0.0147 -2.6144 3.4583
H 3.1296 -5.1808 -2.4776
H 2.2847 -0.9633 0.8623
H -2.2329 2.5318 0.1210
H -2.7189 -0.0075 -2.7653
H 1.0598 -3.6640 4.4802
H 4.0919 -1.4600 1.0854
H -4.1564 -2.1282 1.7461
H 4.5708 0.7145 1.7402
H -0.2143 6.6960 2.5767
H 1.7373 -3.0366 2.9820
H -1.9073 -2.6642 1.8889
H 0.3881 5.3100 -0.7654
H -0.6331 -2.2880 0.9138
H 4.3614 0.3147 -4.0519
H -5.7814 -0.3348 1.3622
H 0.0494 -3.8230 -6.6257
*
```

## Properties
HOMO-LUMO gap in eV: 3.8
Relative energy (zero: lowest compared OMol25 entry of this formula, charge and spin) in kJ/mol: 310.3
HOMO energy in Eh: -0.0998
Energy in Eh: -18246.41790

Mulliken population analysis, charges in e, atoms 1 to 6:
1. Hg 1.920
2. Hg 1.774
3. Br -0.091
4. Br 0.315
5. Br -0.085
6. Br 0.025

(3)
The following is a DFT calculation (wB97M-V/def2-TZVPD) of an isolated molecule of CH4NOPS2 at a distorted geometry.

ORCA input file:
```
! RIJCOSX wB97M-V def2-TZVPD def2/J DEFGRID3
* xyz 0 1
S -1.7810 -2.0679 0.3028
S -2.3563 -0.3694 -2.3097
P -0.9660 -1.6543 -1.4599
O 0.7213 -0.5450 -0.9426
N 0.8002 -0.8557 1.2578
C 0.8913 -0.1433 0.1644
H -1.3564 -0.1562 -3.2399
H 0.5766 -1.8154 1.2159
H 0.7811 0.9671 0.3634
H 0.7282 -0.5258 2.2581
*
```

## Properties
HOMO-LUMO gap in eV: 8.1
Relative energy (zero: lowest compared OMol25 entry of this formula, charge and spin) in kJ/mol: 71.2
HOMO energy in Eh: -0.2963
Energy in Eh: -1308.22588

natural (NBO) population analysis, charges in e, atoms 1 to 6:
1. S -0.638
2. S -0.290
3. P 0.652
4. O -0.650
5. N -0.755
6. C 0.564

(4)
The following is a DFT calculation (wB97M-V/def2-TZVPD) of a cluster of 10 separate species, C50H130N10O15 in total at a distorted geometry.

ORCA input file:
```
! RIJCOSX wB97M-V def2-TZVPD def2/J DEFGRID3
* xyz 0 1
O -4.9680 25.0477 18.6730
O -3.7608 14.9074 19.2924
O -4.0407 19.7658 12.1274
O -0.5618 19.2377 19.9878
O -0.0313 15.5352 15.6392
O 1.7389 24.9126 20.9264
O -4.5705 19.0853 16.2515
O -0.3601 25.6855 15.3212
O -7.3603 24.4240 22.8535
O 2.4094 11.8476 17.5690
O -4.4134 14.3472 14.9254
O -6.6609 20.4720 19.0943
O -7.4346 22.4464 15.3936
O -11.9986 26.6612 14.1054
O 2.5730 23.3445 11.7343
N -6.0204 14.1293 12.2716
N -0.1123 23.8919 12.8888
N -5.1155 22.1848 9.6046
N 1.2550 13.0368 15.2072
N 0.1154 23.6320 17.7653
N -1.6531 21.0149 17.4059
N -9.2698 25.4681 14.3129
N -7.4755 24.3113 19.9420
N -4.2491 11.6398 20.9114
N -3.3707 19.5502 20.5882
C 0.6507 22.3786 19.6670
C 1.1814 14.1277 14.2322
C -4.6289 20.3261 20.4190
C -4.9996 20.4360 11.3782
C 0.3365 18.1259 19.8490
C -4.9721 17.7536 16.0558
C 2.6526 12.5040 15.2098
C 2.7886 11.4304 16.2679
C 2.5535 25.9748 21.3497
C -4.2159 12.5358 19.7824
C 0.3085 23.7920 19.2012
C -7.6562 19.7716 18.4040
C -9.7944 26.5460 15.1104
C -6.7918 21.1882 14.8477
C -4.2229 22.9348 11.6835
C -0.5464 27.0326 15.6144
C -2.3029 20.3403 21.2036
C -8.1458 23.2711 14.4730
C -5.5724 23.7852 18.4388
C -8.3880 23.6866 22.1866
C 1.3503 22.8054 11.2355
C -4.0018 13.9855 20.3412
C -7.5802 24.6475 24.2051
C 0.2441 22.6419 12.2452
C -3.2356 16.1726 19.6774
C -6.3168 14.9355 13.4193
C -4.3397 21.7547 10.7665
C -5.5868 12.3321 19.0043
C 1.4236 24.8550 19.5307
C -5.7633 19.5482 19.7910
C 3.4553 23.8192 10.7514
C -1.3988 25.1390 14.5824
C -3.8800 13.7541 16.0389
C -0.9892 19.4782 21.3029
C -3.2972 19.3293 16.7326
C -7.0822 23.9803 18.5944
C -5.8137 14.3827 14.7876
C -10.7534 27.3396 14.2283
C -7.7530 23.1922 20.8254
C -7.8340 15.0491 13.4632
C -4.5419 18.6273 12.7302
C -8.6619 24.5020 15.2635
C -3.5266 24.9879 18.7734
C -3.0444 21.5009 15.6890
C 3.1780 12.9374 18.0783
C -0.9680 23.7794 14.0354
C -12.9253 27.3735 13.2789
C -3.0487 20.7710 16.9815
C -1.2194 16.2397 15.9567
C -0.1977 14.8080 14.4304
H 1.1720 18.2356 20.5403
H 1.9688 14.8762 14.3204
H -10.9263 28.3539 14.5880
H -7.4092 24.7483 17.8935
H -0.6640 22.1520 11.8938
H -6.8676 22.5722 20.9656
H 0.7079 24.3978 13.1911
H 0.9119 23.4945 10.5137
H -5.8714 22.7160 10.0126
H -4.0699 14.3742 16.9150
H -0.9626 14.0321 14.4601
H 2.2197 27.0089 21.2639
H -4.9850 20.6921 21.3820
H -9.4613 24.1567 15.9191
H -5.3352 18.9558 13.4017
H -2.0442 15.5896 16.2488
H -7.6904 23.1211 18.3116
H -10.0497 24.9529 13.9305
H 0.0359 24.4791 17.2210
H 2.3163 24.5937 18.9624
H -1.4422 22.0025 17.4224
H -2.0851 21.1219 20.4758
H -3.4043 12.2536 19.1118
H 0.7156 18.2376 18.8332
H -7.3510 18.8808 17.8550
H -5.9188 15.9398 13.2740
H -2.2917 16.2128 20.2210
H 1.0499 13.3200 16.1548
H 3.4517 25.9785 20.7322
H 1.3595 21.8386 19.0392
H 2.8190 25.8581 22.4004
H -13.1824 28.3272 13.7398
H 3.0042 12.9856 19.1533
H -4.4652 12.8349 16.0649
H -3.3595 21.4146 10.4322
H -4.2728 17.2974 15.3551
H -3.8906 16.6744 20.3897
H -1.5497 20.7906 18.3853
H -9.2199 24.3635 21.9920
H -8.4736 22.5311 20.3439
H -5.0585 17.1170 16.9364
H -2.7691 22.5550 15.6539
H -7.5063 20.6835 14.1974
H -8.1492 20.3935 17.6568
H 2.9830 24.4209 9.9748
H -8.1353 15.7412 14.2496
H -0.4415 23.2185 14.8076
H 3.8134 11.0727 16.1686
H -3.1126 16.7738 18.7766
H -3.7765 18.1319 13.3276
H -8.6480 22.8198 22.7941
H -6.2185 19.0050 20.6191
H -5.9676 17.8045 15.6150
H -8.9875 27.1917 15.4570
H 1.2524 13.7202 13.2238
H -0.2197 20.0613 21.8089
H -6.9606 25.4486 24.6081
H -6.6847 20.4616 15.6532
H -5.5714 21.3987 9.1639
H -0.2303 17.2029 19.9718
H -2.8147 13.5285 16.0894
H -5.4836 18.7514 19.1019
H -8.2217 14.0365 13.5748
H -3.0784 25.9618 18.9703
H 2.9266 13.9256 17.6930
H 0.8910 22.3982 20.7300
H -3.8388 21.1969 17.6000
H -3.0468 24.6281 17.8632
H -7.5218 23.5585 13.6267
H -1.2203 26.9821 16.4697
H -3.2934 14.0926 21.1627
H -5.6929 13.0316 18.1752
H -3.2097 18.7201 17.6322
H -1.8772 23.2697 13.7167
H -2.2819 25.0510 15.2151
H -5.7220 11.2914 18.7097
H -6.1161 13.3356 14.7741
H -3.4170 11.6954 21.4812
H -0.2990 15.5787 13.6663
H -7.8483 24.9736 15.8145
H -4.9419 17.8480 12.0816
H -4.0492 21.3690 15.2874
H -5.2042 23.0990 19.2015
H -13.8084 26.7349 13.2566
H -10.4345 26.2696 15.9483
H -0.6353 24.1107 19.6437
H -0.9440 16.7765 16.8645
H -0.2835 21.8179 19.6356
H -5.8525 21.3899 14.3328
H -2.6233 18.9246 15.9775
H 2.8714 12.1604 14.1989
H 3.8696 22.9229 10.2898
H 1.0751 25.7865 19.0846
H -12.6279 27.5594 12.2469
H -5.8471 20.6760 12.0203
H 1.0623 23.3938 17.5070
H -10.4629 27.3739 13.1783
H -6.6889 24.8146 20.3269
H -3.0312 19.1621 19.7198
H -3.8061 22.6022 12.6342
H -1.1735 18.6525 21.9902
H -8.2759 15.4323 12.5433
H -7.3070 23.8943 24.9441
H 4.2551 12.7724 18.0505
H -2.4445 20.9642 14.9540
H -5.1617 23.4396 11.9113
H -4.4131 10.6673 20.6936
H -5.3182 23.2740 17.5104
H 0.7446 21.9980 12.9683
H -6.4747 12.4863 19.6176
H -8.5547 25.0814 24.4291
H -6.2674 14.5765 11.4004
H 0.3280 27.5178 16.0479
H -5.4114 19.8631 10.5473
H 4.2011 24.4614 11.2198
H -4.9146 14.3126 20.8390
H -1.5629 16.9659 15.2200
H 3.3522 13.2725 15.5387
H -3.5373 23.6741 11.2695
H -1.7508 25.7919 13.7837
H -8.9927 22.7595 14.0156
H 2.1652 10.5986 15.9398
H 1.6032 21.9167 10.6574
H -6.2583 14.8544 15.6639
H -0.9009 27.6660 14.8012
H -3.2396 24.2919 19.5616
H -8.4131 19.5150 19.1452
H -5.0262 14.0344 12.1209
H -2.6684 20.8456 22.0976
H -4.3545 21.1933 19.8184
*
```

## Properties
HOMO-LUMO gap in eV: 8.7
Relative energy (zero: lowest compared OMol25 entry of this formula, charge and spin) in kJ/mol: 329.7
HOMO energy in Eh: -0.3011
Energy in Eh: -3658.72415

Mulliken population analysis, charges in e, atoms 1 to 6:
1. O -0.496
2. O 0.120
3. O -0.331
4. O 0.188
5. O -0.426
6. O -0.292

Which value of relative energy (zero: lowest compared OMol25 entry of this formula, charge and spin) does entry 4 give? 329.7 kJ/mol

The lowest HOMO-LUMO gap belongs to which entry? C47H92Br6Hg2N5O5